1.
The following is a DFT calculation (ωB97M-V/def2-TZVPD) of the molecule C21H26N2O4S.

Last column: natural (NBO) charge in e.
CARTESIAN COORDINATES (ANGSTROEM)
C1 -8.34 -0.77 1.25  -0.5949
C2 -7.53 -1.44 0.14  -0.2373
C3 -8.19 -1.23 -1.22  -0.5946
C4 -6.11 -0.94 0.12  -0.0232
C5 -5.82 0.40 -0.09  -0.1603
C6 -4.52 0.86 -0.11  -0.2420
C7 -3.48 -0.03 0.09  0.2569
O1 -2.14 0.34 0.04  -0.4921
C8 -1.70 1.50 0.54  0.7919
O2 -2.38 2.30 1.13  -0.5768
C9 -0.25 1.70 0.28  -0.1698
C10 0.34 2.88 0.71  -0.1307
C11 1.69 3.12 0.48  -0.2231
C12 2.45 2.17 -0.18  -0.1718
C13 1.86 1.00 -0.60  -0.2568
S1 2.87 -0.20 -1.46  2.3068
O3 2.13 -1.42 -1.62  -0.9385
O4 3.42 0.41 -2.63  -0.9339
N1 4.13 -0.37 -0.36  -0.6787
C14 3.75 -1.16 0.80  -0.2398
C15 4.85 -1.04 1.85  -0.2273
N2 6.11 -1.50 1.30  -0.4335
C16 7.16 -1.50 2.30  -0.4056
C17 6.47 -0.70 0.14  -0.2256
C18 5.38 -0.84 -0.92  -0.2403
C19 0.52 0.74 -0.38  -0.1794
C20 -3.74 -1.37 0.31  -0.2354
C21 -5.05 -1.82 0.32  -0.1960
H1 -8.42 0.30 1.08  0.2014
H2 -9.34 -1.19 1.29  0.2079
H3 -7.85 -0.92 2.21  0.2129
H4 -7.51 -2.52 0.34  0.2005
H5 -8.27 -0.16 -1.45  0.2013
H6 -7.62 -1.71 -2.01  0.2128
H7 -9.20 -1.65 -1.22  0.2078
H8 -6.62 1.10 -0.25  0.2045
H9 -4.32 1.91 -0.28  0.2350
H10 -0.27 3.60 1.22  0.2410
H11 2.14 4.04 0.81  0.2240
H12 3.50 2.33 -0.39  0.2372
H13 2.81 -0.76 1.18  0.2157
H14 3.61 -2.21 0.52  0.2018
H15 4.60 -1.66 2.71  0.2096
H16 4.91 0.02 2.19  0.1654
H17 6.87 -2.14 3.12  0.2021
H18 7.37 -0.49 2.69  0.1640
H19 8.07 -1.89 1.85  0.2026
H20 7.41 -1.08 -0.26  0.2100
H21 6.59 0.36 0.40  0.1664
H22 5.59 -0.22 -1.79  0.2382
H23 5.30 -1.89 -1.23  0.1911
H24 0.10 -0.19 -0.72  0.2613
H25 -2.92 -2.05 0.45  0.2252
H26 -5.24 -2.87 0.48  0.2118

## Properties
charge: 0
SMILES: CC(C)c1ccc(OC(=O)c2cccc(S(=O)(=O)N3CCN(C)CC3)c2)cc1
gap between HOMO and LUMO: 8.9540 eV
M: 402.52 g mol⁻¹

***

2.
The following is a DFT calculation (ωB97M-V/def2-TZVPD) of the molecule C21H26N2O4S.

Last column: natural (NBO) charge in e.
CARTESIAN COORDINATES (ANGSTROEM)
C1 -2.32 -1.10 -2.61  -0.6292
C2 -2.70 -0.99 -1.17  -0.0181
C3 -2.86 -2.11 -0.37  -0.1787
C4 -3.24 -1.99 0.95  -0.2149
C5 -3.48 -0.74 1.50  -0.2341
C6 -3.31 0.40 0.72  -0.0298
C7 -3.56 1.78 1.29  -0.1097
O1 -3.25 1.92 2.66  -0.5240
C8 -1.93 1.64 3.03  -0.0778
C9 -0.85 2.50 2.35  -0.2640
N1 -0.20 1.82 1.24  -0.4554
C10 0.70 0.74 1.57  -0.2427
C11 2.18 1.11 1.32  -0.2414
N2 2.58 1.02 -0.05  -0.6840
S1 3.37 -0.35 -0.57  2.3245
O2 4.13 -0.82 0.55  -0.9394
O3 4.03 -0.02 -1.79  -0.9365
C12 2.10 -1.58 -0.93  -0.2600
C13 1.68 -1.74 -2.24  -0.2176
C14 0.74 -2.71 -2.53  -0.2108
C15 0.22 -3.50 -1.51  -0.1937
C16 0.65 -3.33 -0.20  -0.1935
C17 1.60 -2.36 0.09  -0.2322
C18 1.89 1.82 -1.03  -0.2237
C19 0.38 1.55 -1.12  -0.5248
C20 -0.38 2.27 -0.02  0.7005
O4 -1.12 3.21 -0.28  -0.6457
C21 -2.92 0.27 -0.60  -0.2316
H1 -1.32 -0.71 -2.77  0.2173
H2 -3.01 -0.53 -3.23  0.2227
H3 -2.34 -2.14 -2.94  0.2112
H4 -2.69 -3.09 -0.79  0.1965
H5 -3.38 -2.87 1.56  0.2104
H6 -3.82 -0.64 2.52  0.2220
H7 -4.63 2.00 1.23  0.2031
H8 -3.03 2.52 0.68  0.2087
H9 -1.91 1.83 4.11  0.1945
H10 -1.70 0.58 2.86  0.1697
H11 -1.30 3.42 1.96  0.2563
H12 -0.08 2.78 3.08  0.1967
H13 0.58 0.52 2.63  0.2203
H14 0.45 -0.16 1.00  0.2187
H15 2.83 0.44 1.87  0.2469
H16 2.35 2.14 1.67  0.2046
H17 2.12 -1.12 -3.01  0.2423
H18 0.41 -2.86 -3.55  0.2233
H19 -0.50 -4.27 -1.74  0.2184
H20 0.25 -3.95 0.58  0.2220
H21 1.99 -2.23 1.09  0.2372
H22 2.37 1.58 -1.99  0.2426
H23 2.06 2.88 -0.81  0.2087
H24 0.18 0.48 -1.09  0.2271
H25 0.01 1.95 -2.07  0.2465
H26 -2.79 1.15 -1.21  0.2205

## Properties
charge: 0
SMILES: Cc1cccc(COCCN2CCN(S(=O)(=O)c3ccccc3)CCC2=O)c1
gap between HOMO and LUMO: 9.5027 eV
M: 402.52 g mol⁻¹

***

3.
The following is a DFT calculation (ωB97M-V/def2-TZVPD) of the molecule C21H26N2O4S.

Last column: natural (NBO) charge in e.
CARTESIAN COORDINATES (ANGSTROEM)
C1 -3.65 -4.52 0.02  -0.6276
C2 -2.83 -3.27 -0.08  0.0019
C3 -3.27 -2.18 -0.82  -0.2256
C4 -2.50 -1.04 -0.92  -0.2244
C5 -1.26 -0.98 -0.29  0.1655
N1 -0.47 0.20 -0.37  -0.7062
C6 -0.20 0.77 -1.68  -0.3082
C7 1.29 0.59 -2.04  0.6663
O1 1.65 0.03 -3.06  -0.6290
N2 2.11 1.17 -1.16  -0.6237
C8 3.54 1.01 -1.20  -0.2541
C9 3.99 -0.22 -0.38  0.0871
C10 5.49 -0.18 -0.07  -0.4269
C11 5.53 0.66 1.22  -0.4418
C12 4.10 0.55 1.78  -0.0758
O2 3.36 -0.26 0.88  -0.5312
S1 -0.69 1.28 0.88  2.3417
O3 0.36 2.26 0.78  -0.9620
O4 -0.82 0.55 2.10  -0.9237
C13 -2.26 2.07 0.52  -0.3381
C14 -3.42 1.42 0.89  -0.2055
C15 -4.64 1.97 0.54  -0.1576
C16 -4.69 3.17 -0.16  -0.2084
C17 -3.52 3.82 -0.52  -0.1998
C18 -2.29 3.27 -0.18  -0.2018
C19 -0.78 -2.06 0.45  0.0133
C20 0.54 -2.01 1.14  -0.6493
C21 -1.59 -3.19 0.54  -0.2097
H1 -4.68 -4.34 -0.27  0.2142
H2 -3.24 -5.29 -0.63  0.2230
H3 -3.63 -4.91 1.04  0.2191
H4 -4.23 -2.22 -1.31  0.2092
H5 -2.86 -0.19 -1.48  0.2152
H6 -0.79 0.27 -2.44  0.2364
H7 -0.43 1.84 -1.67  0.2216
H8 1.71 1.55 -0.30  0.4331
H9 4.00 1.92 -0.81  0.1932
H10 3.84 0.87 -2.25  0.2316
H11 3.68 -1.12 -0.91  0.2005
H12 5.85 -1.19 0.12  0.2139
H13 6.06 0.26 -0.88  0.2145
H14 5.78 1.69 1.00  0.2059
H15 6.27 0.27 1.92  0.2172
H16 4.06 0.06 2.75  0.1888
H17 3.63 1.54 1.87  0.1700
H18 -3.35 0.50 1.44  0.2468
H19 -5.56 1.48 0.83  0.2138
H20 -5.64 3.60 -0.43  0.2184
H21 -3.56 4.75 -1.05  0.2206
H22 -1.36 3.76 -0.42  0.2399
H23 0.88 -3.01 1.39  0.2109
H24 0.44 -1.42 2.05  0.2478
H25 1.28 -1.51 0.52  0.2421
H26 -1.23 -4.04 1.11  0.2066

## Properties
charge: 0
SMILES: Cc1ccc(N(CC(=O)NC[C@H]2CCCO2)S(=O)(=O)c2ccccc2)c(C)c1
gap between HOMO and LUMO: 9.3643 eV
M: 402.52 g mol⁻¹

***

Question: The highest gap between HOMO and LUMO belongs to which entry?
Answer: number 2